No. 1
Molecular formula: C17H49BN4O9PS2
Method: DFT, ωB97M-V/def2-TZVPD

Values from the calculation:
Energy above the lowest of the compared OMol25 structures with the same formula, charge and spin (eV): 0.5126
F_max (eV/Å): 2.412
HOMO energy (eV): -11.13
E_LUMO (eV): -4.3
Molecular weight (g/mol): 559.5
2S+1: 1
Frontier orbital gap (eV): 6.792
DFT total energy (eV): -74439.2982
Charge: +1

```
83
Properties=species:S:1:pos:R:3:forces:R:3
C -2.57447 -1.21487 0.41216 0.15 -0.26 0.69
B -1.06068 -0.90639 0.52878 -0.71 -0.48 -0.62
O -0.19052 -1.53958 -0.27005 0.11 0.84 -0.16
N -0.45495 0.06669 1.54968 0.38 -0.91 -0.38
N 0.63503 -0.38283 2.25876 -0.63 0.01 -0.72
C 0.96977 0.61016 3.00743 0.80 -0.23 0.54
C 2.14735 0.49106 3.92381 0.77 -0.41 -0.48
N 3.21911 -0.21569 3.18708 -0.65 0.21 -0.06
N 0.13431 1.67995 2.80363 -0.17 0.03 0.03
C 0.22686 2.94406 3.49041 0.76 0.03 0.16
S 0.99652 4.22543 2.48093 -0.74 2.25 -0.46
O 0.12941 4.50053 1.37746 -0.16 -1.25 -0.73
O 1.23804 5.36205 3.29622 0.69 -0.17 1.20
C -0.75181 1.29381 1.85136 -0.67 0.96 1.05
P -2.09422 2.27727 1.05520 -0.09 0.75 -1.85
S -1.73670 2.44691 -0.83170 0.06 -0.33 0.22
H -3.01567 -0.73964 -0.45927 -0.03 0.25 -0.10
H -2.65402 -2.28518 0.22246 0.00 -0.15 -0.09
H -3.16348 -1.02055 1.30538 -0.14 0.20 -0.01
H 0.55026 -0.95192 -0.47758 0.50 -0.56 0.03
H 1.84941 -0.16042 4.74268 -0.03 0.32 0.46
H 2.52423 1.44925 4.27785 -0.49 0.21 0.30
H 4.11423 -0.04316 3.62230 0.06 -0.02 0.03
H 3.23871 0.13851 2.23967 0.38 -0.11 -0.09
H 0.83534 2.83873 4.38216 0.12 -0.18 0.08
H -0.72404 3.34289 3.82589 -0.26 0.11 -0.28
H 2.20075 3.75776 2.03970 -0.28 -0.52 0.14
H -2.10594 3.51670 1.72191 0.00 -0.44 0.51
H -3.30822 1.62728 1.34005 0.27 -0.09 0.59
C -2.56498 -3.16013 -3.23780 0.05 0.06 0.01
C -1.87952 -4.35141 -2.59421 0.08 0.27 0.18
O -0.47436 -4.14214 -2.44376 -0.25 -0.13 0.06
H -2.13658 -2.96032 -4.21646 0.01 -0.07 -0.09
H -3.63592 -3.33961 -3.35220 0.01 0.02 0.04
H -2.42619 -2.26144 -2.62603 -0.07 -0.04 0.05
H -2.00200 -5.24411 -3.20542 0.07 -0.01 -0.01
H -2.31594 -4.54839 -1.60664 -0.09 -0.15 -0.06
H -0.37150 -3.35775 -1.89886 0.10 0.09 0.07
C 1.69886 -3.67774 -6.29681 0.01 0.12 -0.05
C 0.58455 -3.66369 -5.26591 0.28 -0.32 -0.46
O -0.68702 -3.70285 -5.91159 -0.14 0.20 0.12
H 1.60637 -2.82487 -6.97179 0.03 0.04 0.06
H 2.67868 -3.64015 -5.81644 0.01 -0.02 -0.02
H 1.64290 -4.58185 -6.90488 0.03 -0.06 0.09
H 0.63010 -2.75330 -4.66938 -0.20 0.03 -0.01
H 0.66943 -4.51589 -4.59437 0.11 0.04 0.10
H -0.70827 -4.51618 -6.42524 0.07 -0.04 -0.01
C 1.20248 5.11797 -1.77566 -0.05 -0.02 0.03
C 2.23635 4.11342 -1.30488 0.08 0.20 -0.39
O 2.49740 3.13062 -2.29990 -0.05 -0.18 0.28
H 0.27448 4.61054 -2.03927 -0.01 -0.01 0.08
H 0.98979 5.85813 -1.00323 0.00 0.02 -0.03
H 1.55432 5.63921 -2.66800 0.06 0.06 0.05
H 1.87012 3.57951 -0.42498 -0.01 -0.11 -0.06
H 3.17381 4.61658 -1.03895 -0.06 0.04 0.12
H 2.82895 3.58235 -3.08146 0.01 -0.02 -0.06
C 0.20306 -2.34678 8.27905 0.00 0.07 0.05
C 0.58872 -1.56981 7.03611 0.23 -0.25 0.15
O 1.79587 -0.82909 7.23422 -0.16 0.15 -0.28
H 0.07504 -1.67087 9.12425 -0.05 0.02 -0.02
H -0.72556 -2.89740 8.12571 0.02 -0.02 0.00
H 0.98686 -3.05801 8.54676 -0.04 -0.06 -0.06
H -0.18762 -0.84675 6.78278 0.06 0.08 0.00
H 0.71932 -2.24916 6.18540 -0.13 0.00 -0.02
H 2.48915 -1.46019 7.45074 0.05 0.02 0.07
C -1.49707 -8.16529 -5.27400 0.00 0.07 0.05
C -1.01734 -7.33839 -6.45157 0.24 -0.29 0.12
O 0.29018 -6.80974 -6.21749 -0.27 0.18 -0.07
H -1.50947 -7.56154 -4.36568 -0.03 0.03 -0.02
H -2.50023 -8.55533 -5.45095 0.02 -0.03 0.00
H -0.82463 -9.00713 -5.09508 -0.04 -0.05 -0.06
H -1.68117 -6.48944 -6.61523 0.05 0.04 -0.02
H -1.00204 -7.94159 -7.36426 -0.13 0.04 -0.03
H 0.88353 -7.55384 -6.08212 0.08 0.02 0.01
C 0.17060 9.39965 2.28366 -0.01 0.04 0.02
C -1.23918 8.83838 2.27857 0.35 -0.21 -0.08
O -1.50505 8.15370 1.05594 -0.22 0.06 0.04
H 0.30795 10.08404 1.44649 -0.05 0.04 0.02
H 0.37922 9.93377 3.21177 0.03 -0.02 0.00
H 0.90483 8.59742 2.17270 0.00 -0.02 0.10
H -1.96769 9.64141 2.37293 -0.10 -0.07 -0.13
H -1.38467 8.14591 3.11558 -0.01 0.12 0.10
H -0.86354 7.44076 0.98349 0.02 -0.02 -0.05
```
Positions in Å, forces in eV/Å.

---

No. 2
Molecular formula: C17H49O24P5S
Method: DFT, ωB97M-V/def2-TZVPD

Values from the calculation:
Energy above the lowest of the compared OMol25 structures with the same formula, charge and spin (eV): 2.3971
F_max (eV/Å): 5.215
HOMO energy (eV): -10.47
E_LUMO (eV): 0.4
Molecular weight (g/mol): 824.5
2S+1: 1
Frontier orbital gap (eV): 10.866
DFT total energy (eV): -124849.0439
SMILES: COP(=O)(OC)OC.COP(=O)(OC)OC.COP(=O)(OC)OC.COP(=O)(OC)OC.COP(=O)(OC)OC.O=S1(=O)OCCO1
Charge: 0

```
96
Properties=species:S:1:pos:R:3:forces:R:3
C -12.43209 4.53795 -0.49871 0.63 0.21 -1.38
O -11.64617 4.33012 0.69932 0.39 1.01 -0.27
P -10.19431 5.08737 0.90255 -0.95 0.85 0.08
O -9.63289 5.67985 -0.34130 -0.87 -0.45 1.69
O -10.34679 6.11988 2.19448 -0.69 -0.96 -2.25
C -10.77725 5.67802 3.50150 1.23 -1.42 -0.40
O -9.35549 3.91021 1.54324 -0.38 0.39 0.55
C -8.84904 2.87823 0.71474 0.52 -0.10 -0.80
H -11.86622 4.28790 -1.39613 0.47 -0.46 0.19
H -12.68910 5.56306 -0.76555 -0.13 0.32 1.01
H -13.32880 3.92234 -0.56959 0.15 -0.06 0.93
H -11.79509 5.31479 3.64352 -0.41 0.81 -0.64
H -10.48183 6.45380 4.20790 -0.17 -0.20 -0.12
H -10.20645 4.75590 3.61083 0.28 0.12 0.97
H -7.93659 2.52792 1.19725 -0.19 -0.17 -0.14
H -8.61574 3.28457 -0.26942 0.29 0.10 0.02
H -9.55362 2.06982 0.51945 -0.19 0.01 0.56
C 3.32838 1.04920 -12.74056 0.69 -0.10 -0.53
O 4.31475 -0.08449 -12.81503 -1.59 1.42 0.65
P 3.99544 -1.45332 -12.06370 0.44 0.07 1.05
O 3.10452 -2.39750 -12.77383 0.59 0.76 0.81
O 3.50243 -0.93408 -10.54980 1.57 0.93 -4.89
C 3.47555 -1.85172 -9.53509 -0.94 -0.03 1.61
O 5.49988 -2.00720 -11.78469 -0.86 0.10 -0.70
C 6.10346 -2.96626 -12.71390 -1.15 -0.20 0.28
H 2.34553 0.78038 -13.12764 0.10 -0.46 0.33
H 3.66357 1.86512 -13.38090 0.53 -0.49 -0.32
H 3.27950 1.53579 -11.76643 0.01 -0.81 0.31
H 2.86283 -2.69056 -9.86526 0.33 -0.48 0.55
H 2.94743 -1.25390 -8.79224 -0.16 -0.76 0.65
H 4.46986 -2.05612 -9.13803 -0.02 -0.52 -0.23
H 6.65530 -2.49326 -13.52621 0.33 0.30 0.52
H 5.31519 -3.53275 -13.20971 -0.16 -0.04 0.15
H 6.66627 -3.66689 -12.09708 0.29 0.33 -0.23
C -3.37257 -6.94025 5.58634 0.87 -1.03 -0.66
O -3.64854 -6.85774 6.97776 -1.43 1.60 1.69
P -4.35134 -5.57967 7.83999 1.42 -0.25 -1.17
O -5.64580 -5.11763 7.32289 0.96 -0.22 0.13
O -3.11006 -4.46432 7.90510 -2.52 -1.40 0.98
C -2.64653 -3.76027 6.77075 0.87 -0.60 -0.60
O -4.45286 -6.08526 9.36330 -0.30 -0.10 -1.94
C -3.30182 -6.37305 10.11632 1.14 -0.02 0.90
H -3.87823 -6.29296 4.86979 0.07 0.66 0.65
H -3.55818 -7.92662 5.16124 -0.95 -0.44 0.73
H -2.28968 -6.99983 5.47729 0.22 1.13 -0.08
H -1.57624 -3.95206 6.84695 0.14 0.39 -0.64
H -2.82375 -2.68513 6.74297 -0.35 -0.09 0.62
H -3.03660 -4.17317 5.84046 0.04 -0.05 0.00
H -2.75074 -7.26855 9.82914 0.03 0.19 -0.92
H -3.54172 -6.64770 11.14351 -0.67 0.61 0.02
H -2.69888 -5.46549 10.08651 0.44 -0.38 0.30
C 9.37787 0.13769 -0.86439 0.40 -0.62 1.08
O 10.11967 -0.53637 -1.85872 -0.66 -0.65 -2.08
P 9.30937 -1.03623 -3.16274 -0.17 -1.84 -0.41
O 7.85784 -1.30228 -2.94744 1.79 0.80 -0.13
O 9.69865 -0.03362 -4.33872 0.37 0.18 0.30
C 9.14153 1.28310 -4.34888 -1.06 0.02 -0.24
O 10.15552 -2.31229 -3.66254 0.20 0.32 0.46
C 11.18171 -3.01888 -2.87405 -1.41 0.74 0.22
H 8.50775 -0.43273 -0.53944 -0.11 0.02 -0.28
H 9.07190 1.12775 -1.20244 0.29 0.09 0.43
H 10.12713 0.04741 -0.07791 -0.51 1.17 0.58
H 9.81957 2.08515 -4.64056 0.62 -0.54 0.22
H 8.69929 1.51586 -3.38019 -0.04 0.17 -0.08
H 8.35876 1.28808 -5.10741 -0.20 0.02 0.17
H 11.89980 -3.51148 -3.52963 -0.08 0.55 -0.12
H 10.67802 -3.79479 -2.29754 -0.02 0.01 0.02
H 11.57382 -2.27029 -2.18560 0.59 -0.42 -0.14
C 1.34087 2.98260 7.63059 -0.52 -0.98 0.68
O 0.24449 3.69470 7.05975 -0.08 1.18 -1.00
P 0.37413 4.64004 5.70262 1.82 -1.65 1.59
O 0.50778 3.76457 4.48738 0.05 2.29 1.85
O -0.90829 5.57918 5.80082 1.43 -0.10 0.71
C -2.13450 5.17880 5.23748 -0.93 -0.42 -1.08
O 1.65982 5.59534 6.15858 -1.47 -1.57 -2.05
C 1.79543 6.53779 7.20962 -0.26 -0.03 0.29
H 1.88674 2.34663 6.93370 0.19 0.57 -0.33
H 0.90844 2.26632 8.32920 -0.43 -0.08 -0.10
H 1.97282 3.55267 8.31159 0.23 0.62 -0.68
H -1.92575 4.49798 4.41224 -0.20 0.10 -0.15
H -2.65434 6.06536 4.87436 0.22 0.00 -0.04
H -2.81930 4.66836 5.91468 0.42 0.03 0.48
H 0.81687 6.94515 7.46372 0.21 0.27 0.09
H 2.51702 7.29343 6.89909 -0.40 0.17 -0.32
H 2.26194 6.09257 8.08839 -0.29 -0.40 0.07
O -2.66843 -3.94676 -1.66849 4.75 -0.47 0.99
S -1.19319 -3.99423 -1.37114 -2.21 1.36 -0.08
O -0.39643 -5.19882 -1.52822 -1.54 2.15 0.57
O -0.49329 -2.73170 -2.18601 -2.67 -3.53 -2.01
C 0.07584 -1.84014 -1.37786 2.41 2.17 2.27
C -0.66725 -1.87075 -0.02836 0.39 1.03 -1.11
O -0.90114 -3.24987 0.13915 -0.51 -1.94 -1.10
H 1.10744 -2.15400 -1.21837 0.31 -0.06 0.44
H 0.19945 -0.87608 -1.87120 -0.74 0.12 0.05
H -1.58835 -1.28793 -0.02916 -0.25 -0.23 -0.19
H -0.03589 -1.44174 0.74974 0.06 -0.60 0.18
```
Positions in Å, forces in eV/Å.

---

No. 3
Molecular formula: C17H49O7
Method: DFT, ωB97M-V/def2-TZVPD

Values from the calculation:
F_max (eV/Å): 3.601
HOMO energy (alpha / beta) (eV): -1.70 / -9.91
<S²>: 0.751
E_LUMO (alpha / beta) (eV): 0.6 / 0.4
Molecular weight (g/mol): 365.6
2S+1: 2
Frontier orbital gap (alpha / beta) (eV): 2.251 / 10.331
DFT total energy (eV): -32750.4743
Charge: 0

```
73
Properties=species:S:1:pos:R:3:forces:R:3
O 0.87593 0.06817 -0.24058 1.22 0.93 0.73
H 0.70949 0.05728 -1.18598 -0.46 0.27 -2.21
H 0.04067 0.12618 0.22906 -1.67 0.23 0.70
H 1.25335 -0.78080 0.00108 1.13 -1.65 0.39
C 3.94627 2.69943 2.46565 0.68 0.21 2.19
C 3.07009 2.35092 1.37431 1.54 -2.02 -2.55
O 1.75049 2.67176 1.56022 -1.25 1.15 0.54
H 3.46628 2.26175 3.34095 0.07 0.49 0.62
H 4.06384 3.78059 2.53892 0.15 0.04 0.41
H 4.91523 2.20038 2.45246 0.11 0.22 -0.48
H 3.10727 1.26493 1.28863 0.00 -0.15 -0.53
H 3.46356 2.79549 0.46017 -0.15 -0.16 -0.45
H 1.81779 3.57538 1.87729 -0.86 0.37 0.14
C 0.99514 -1.83087 -3.33004 0.13 -0.97 0.76
C 0.52332 -0.54791 -3.90718 -1.39 -0.64 -0.38
C -0.81448 -0.73031 -4.76115 1.20 1.09 1.08
O 0.32810 0.40673 -2.83722 0.13 -1.19 -0.63
H 1.16057 -2.51409 -4.16307 0.42 -0.18 0.18
H 0.36418 -2.34553 -2.60539 -0.93 0.23 -0.36
H 1.85401 -1.72181 -2.66781 0.73 0.22 -0.62
H 1.31164 -0.21283 -4.58125 -0.03 0.45 -0.04
H -1.62672 -1.12140 -4.14843 0.12 -0.14 0.05
H -0.70106 -1.31822 -5.67197 0.25 -0.09 0.19
H -1.07056 0.29020 -5.04589 -0.35 0.02 -0.28
H -0.13491 1.13820 -3.25216 -0.10 0.91 0.16
C 2.02772 -0.76330 4.15182 -0.78 0.32 0.46
C 0.65347 -0.22218 3.72946 -0.41 1.53 0.41
C 0.25647 1.01977 4.65982 -0.67 -2.31 0.15
O 0.63321 0.36891 2.45565 0.05 -0.81 -1.32
H 2.49646 0.12708 4.57086 0.80 -0.28 -0.04
H 2.63517 -1.26992 3.40185 -0.23 0.37 -0.31
H 1.89383 -1.48475 4.95785 -0.01 0.06 0.22
H -0.10300 -0.99992 3.62466 -0.08 -0.04 0.62
H 0.27764 0.74408 5.71416 0.97 0.25 0.23
H -0.80023 1.28157 4.60557 0.00 0.18 -0.91
H 0.90253 1.83226 4.32729 -0.07 0.10 0.58
H 1.24247 1.10978 2.41658 0.01 0.43 -0.09
C -0.71424 -4.27372 0.60782 -1.05 -0.34 -0.60
C 0.40903 -3.33262 0.92665 2.13 -1.83 -0.39
C 1.53137 -3.97093 1.78937 -0.17 0.63 0.24
O 1.11236 -2.86241 -0.26822 -1.68 1.13 0.77
H -0.58959 -5.05239 -0.14467 0.74 0.05 0.03
H -1.53493 -3.67234 0.21681 -0.23 -0.08 0.06
H -1.06664 -4.78172 1.50551 -0.05 0.12 0.21
H -0.11461 -2.53980 1.46083 0.83 0.68 -0.14
H 2.10497 -4.80408 1.38324 -0.87 -0.50 -0.53
H 1.13918 -4.25486 2.76593 0.20 0.02 0.19
H 2.36723 -3.27458 1.85671 -0.30 0.60 0.55
H 1.63584 -3.60276 -0.58357 0.41 -0.31 -0.20
C -0.48406 3.19130 -1.29033 -0.32 -0.34 -0.74
C -1.44573 3.09213 -2.46941 -0.90 -0.48 1.59
C -2.36809 4.30421 -2.54633 0.91 -0.63 -0.56
O -0.73022 2.79829 -3.61841 0.21 0.10 -1.53
H -1.09244 3.32458 -0.39578 0.59 0.34 0.27
H 0.21115 3.98664 -1.55903 -0.06 0.52 0.68
H 0.15043 2.30854 -1.21127 -0.29 -0.05 0.13
H -2.11671 2.24317 -2.33847 0.10 -0.33 0.17
H -2.77106 4.40273 -1.53836 -0.32 0.48 -0.29
H -3.11612 4.12193 -3.31790 -0.24 0.15 0.25
H -1.76239 5.15309 -2.86357 -0.18 0.41 0.31
H -0.14432 3.54058 -3.78376 0.32 0.06 -0.26
C -3.16279 -1.63009 0.81873 -0.08 -0.62 0.40
C -2.58893 -1.01224 -0.44592 -1.32 -0.17 0.96
C -3.71855 -0.42999 -1.27757 0.19 -0.17 -0.76
O -1.73580 0.03579 -0.05036 0.99 0.71 -0.08
H -4.01250 -1.06332 1.19933 0.11 0.24 0.11
H -2.37992 -1.68800 1.57495 -0.04 0.11 0.12
H -3.52439 -2.65168 0.70171 -0.05 -0.05 -0.33
H -1.97354 -1.77014 -0.93068 -0.03 0.31 -0.47
H -4.25665 0.38805 -0.79865 0.19 -0.05 0.58
H -4.47085 -1.19077 -1.48577 0.08 -0.05 -0.33
H -3.31850 0.02218 -2.18509 -0.09 -0.32 -0.30
H -2.25304 0.63836 0.48905 -0.04 0.23 0.22
```
Positions in Å, forces in eV/Å.